{
  "formula": "C38H74Br6O18S9",
  "method": "the ωB97M-V functional and the def2-TZVPD basis",
  "symbols": ["C", "Br", "Br", "Br", "H", "C", "Br", "Br", "Br", "H", "C", "C", "C", "S", "O", "O", "C", "H", "H", "H", "H", "H", "H", "H", "H", "C", "C", "C", "S", "O", "O", "C", "H", "H", "H", "H", "H", "H", "H", "H", "C", "C", "C", "S", "O", "O", "C", "H", "H", "H", "H", "H", "H", "H", "H", "C", "C", "C", "S", "O", "O", "C", "H", "H", "H", "H", "H", "H", "H", "H", "C", "C", "C", "S", "O", "O", "C", "H", "H", "H", "H", "H", "H", "H", "H", "C", "C", "C", "S", "O", "O", "C", "H", "H", "H", "H", "H", "H", "H", "H", "C", "C", "C", "S", "O", "O", "C", "H", "H", "H", "H", "H", "H", "H", "H", "C", "C", "C", "S", "O", "O", "C", "H", "H", "H", "H", "H", "H", "H", "H", "C", "C", "C", "S", "O", "O", "C", "H", "H", "H", "H", "H", "H", "H", "H"],
  "coordinates": [[-7.860, 29.678, 9.224], [-7.279, 31.468, 8.690], [-9.873, 29.594, 9.636], [-6.702, 28.998, 10.655], [-7.612, 29.018, 8.392], [-0.606, 28.163, 12.847], [0.650, 29.407, 13.565], [-1.541, 26.978, 14.195], [0.072, 26.894, 11.547], [-1.360, 28.698, 12.270], [6.115, 33.730, 3.170], [5.045, 34.481, 2.260], [5.819, 35.345, 1.284], [7.473, 34.533, 0.969], [8.562, 35.543, 0.961], [7.327, 33.585, -0.103], [7.552, 33.635, 2.549], [5.761, 32.704, 3.268], [6.138, 34.115, 4.189], [4.241, 35.103, 2.654], [4.467, 33.863, 1.573], [5.978, 36.301, 1.783], [5.236, 35.602, 0.399], [8.277, 34.218, 3.117], [8.000, 32.674, 2.296], [1.059, 42.203, 3.775], [1.098, 43.730, 4.250], [1.146, 43.823, 5.784], [1.821, 42.156, 6.398], [0.681, 41.491, 7.076], [3.163, 42.347, 6.997], [2.078, 41.566, 4.685], [1.254, 42.142, 2.704], [0.082, 41.782, 4.013], [0.239, 44.252, 3.828], [1.961, 44.221, 3.799], [0.178, 44.140, 6.171], [1.818, 44.636, 6.062], [2.215, 40.486, 4.739], [3.008, 42.034, 4.362], [-13.052, 38.143, 14.512], [-12.010, 38.848, 15.442], [-10.712, 38.013, 15.510], [-10.569, 37.071, 13.948], [-10.704, 35.646, 14.228], [-9.430, 37.536, 13.181], [-12.179, 37.854, 13.265], [-13.982, 38.670, 14.300], [-13.449, 37.185, 14.849], [-12.479, 39.114, 16.389], [-11.899, 39.841, 15.007], [-10.838, 37.254, 16.283], [-9.771, 38.514, 15.734], [-12.564, 37.171, 12.507], [-11.893, 38.787, 12.780], [-5.477, 43.579, 8.420], [-4.981, 42.700, 9.511], [-6.088, 41.640, 9.778], [-6.715, 41.223, 8.102], [-8.200, 41.124, 8.071], [-5.933, 40.083, 7.611], [-6.263, 42.865, 7.315], [-4.854, 44.424, 8.129], [-6.224, 44.159, 8.963], [-4.741, 43.284, 10.400], [-4.144, 42.153, 9.077], [-6.934, 42.162, 10.224], [-5.790, 40.725, 10.290], [-7.149, 43.458, 7.089], [-5.728, 42.733, 6.374], [-6.238, 31.025, 17.941], [-5.315, 31.922, 17.069], [-5.603, 33.355, 17.404], [-5.820, 33.317, 19.226], [-7.042, 34.026, 19.574], [-4.526, 33.638, 19.848], [-6.101, 31.440, 19.422], [-6.068, 29.948, 17.923], [-7.259, 31.210, 17.609], [-5.489, 31.686, 16.019], [-4.290, 31.582, 17.218], [-6.596, 33.488, 16.976], [-4.970, 34.202, 17.139], [-7.008, 31.355, 20.020], [-5.313, 30.821, 19.853], [-2.395, 35.375, 10.840], [-2.050, 33.897, 11.098], [-1.284, 33.375, 9.840], [-0.024, 34.691, 9.640], [0.393, 34.831, 8.253], [1.018, 34.579, 10.688], [-1.227, 36.036, 10.075], [-2.715, 35.992, 11.680], [-3.351, 35.362, 10.316], [-2.858, 33.244, 11.428], [-1.363, 33.775, 11.934], [-1.886, 33.308, 8.934], [-0.663, 32.481, 9.909], [-1.553, 36.381, 9.094], [-0.640, 36.801, 10.582], [9.854, 34.282, 14.774], [8.725, 35.229, 14.390], [7.370, 34.443, 14.168], [7.738, 32.740, 14.921], [8.006, 31.773, 13.838], [6.723, 32.353, 15.932], [9.288, 33.179, 15.688], [10.696, 34.786, 15.248], [10.183, 33.777, 13.866], [8.897, 35.912, 13.558], [8.700, 35.875, 15.267], [6.970, 34.450, 13.154], [6.582, 34.832, 14.813], [9.828, 32.237, 15.789], [9.171, 33.654, 16.662], [0.926, 42.390, 13.941], [0.818, 41.037, 14.636], [-0.588, 40.821, 15.281], [-1.155, 42.417, 15.671], [-1.126, 42.592, 17.160], [-2.395, 42.796, 14.965], [0.332, 43.387, 14.935], [0.261, 42.345, 13.078], [1.976, 42.528, 13.686], [1.567, 40.998, 15.427], [0.951, 40.308, 13.837], [-0.645, 40.369, 16.271], [-1.328, 40.351, 14.632], [0.957, 43.656, 15.787], [-0.106, 44.337, 14.628], [-3.954, 36.885, 1.020], [-3.292, 36.178, 2.197], [-1.809, 36.190, 1.962], [-1.488, 36.056, 0.112], [-1.211, 34.689, -0.292], [-0.544, 37.104, -0.175], [-3.187, 36.585, -0.325], [-4.049, 37.963, 1.149], [-5.005, 36.598, 0.977], [-3.603, 35.140, 2.314], [-3.587, 36.706, 3.103], [-1.318, 35.399, 2.529], [-1.488, 37.214, 2.150], [-3.706, 35.762, -0.816], [-3.011, 37.393, -1.034]],
  "mulliken_charge": [-0.318, 0.000, -0.028, -0.007, 0.353, -0.283, 0.037, -0.044, -0.020, 0.310, -0.690, -0.543, -0.796, 1.077, -0.659, -0.626, -0.579, 0.256, 0.366, 0.393, 0.274, 0.340, 0.475, 0.289, 0.424, -0.539, -0.732, -0.553, 1.006, -0.594, -0.628, -0.708, 0.323, 0.313, 0.332, 0.335, 0.360, 0.315, 0.460, 0.309, -0.578, -0.701, -0.554, 1.046, -0.625, -0.622, -0.753, 0.351, 0.301, 0.355, 0.302, 0.317, 0.385, 0.433, 0.343, -0.732, -0.590, -0.731, 1.055, -0.656, -0.619, -0.525, 0.416, 0.294, 0.358, 0.297, 0.335, 0.418, 0.321, 0.359, -0.682, -0.616, -0.598, 1.044, -0.628, -0.633, -0.626, 0.347, 0.310, 0.349, 0.314, 0.306, 0.408, 0.342, 0.363, -0.642, -0.687, -0.706, 1.041, -0.639, -0.622, -0.584, 0.337, 0.311, 0.416, 0.314, 0.313, 0.417, 0.312, 0.416, -0.666, -0.625, -0.585, 1.039, -0.629, -0.653, -0.617, 0.363, 0.319, 0.335, 0.294, 0.403, 0.311, 0.388, 0.322, -0.505, -0.630, -0.589, 1.087, -0.667, -0.626, -0.776, 0.302, 0.317, 0.332, 0.320, 0.352, 0.335, 0.337, 0.411, -0.675, -0.530, -0.702, 1.070, -0.626, -0.637, -0.613, 0.298, 0.352, 0.312, 0.298, 0.417, 0.336, 0.310, 0.389],
  "e_tot_ev": -595223.32664,
  "e_lumo_ev": -0.750
}